Below is 2 unconnected molecules or ions with the total composition C3H9O2 in a non-equilibrium geometry, with properties calculated with ωB97M-V with the def2-TZVPD basis set.

The value obtained for the total energy is -270.12682 hartree. As for the LUMO energy: 4.5 eV. For the HOMO energy, the calculation gives -2.960 eV. As for the charge: -1.

```
14
Properties=species:S:1:pos:R:3:lowdin_charge:R:1
C -0.030 -2.534 -1.220 -0.16
O 1.219 -1.681 -1.331 -0.28
H -0.512 -2.507 -2.221 0.06
H 0.437 -3.413 -0.980 0.00
H -0.787 -2.213 -0.375 0.09
C 0.317 1.045 0.586 -0.58
O -0.356 0.060 0.025 -0.34
C -0.673 2.191 1.165 -0.14
H 0.991 0.773 1.464 0.07
H 1.031 1.564 -0.132 0.08
H 0.962 -0.732 -0.838 0.09
H -0.067 2.759 1.851 0.01
H -0.905 2.802 0.300 0.03
H -1.627 1.888 1.706 0.06
```


Below is a molecular structure, C10H20Br2IMoN5OSe in a non-equilibrium geometry, with properties calculated with ωB97M-V with the def2-TZVPD basis set.

The value obtained for the total energy is -8656.97138 hartree. As for the LUMO energy (spin up / spin down): -6.8 / -6.8 eV. For the HOMO energy (spin up / spin down), the calculation gives -13.736 / -14.864 eV. As for the spin multiplicity: 3. As for the charge: +2. The expectation value of S² is 2.03.

```
41
Properties=species:S:1:pos:R:3:lowdin_charge:R:1
Mo -0.205 -0.403 0.531 1.05
N 1.075 -1.993 1.429 -0.07
C 1.470 -1.661 2.841 -0.19
C 0.234 -1.157 3.521 -0.21
N -0.204 0.053 2.771 -0.10
H 0.583 -2.885 1.422 0.12
H 1.906 -2.129 0.857 0.08
H 2.225 -0.879 2.782 0.13
H 1.911 -2.515 3.349 0.14
H 0.408 -0.964 4.576 0.14
H -0.568 -1.888 3.445 0.12
H 0.389 0.839 3.027 0.11
H -1.154 0.297 3.033 0.06
Br -2.074 3.423 -2.028 0.62
C -2.453 2.070 -3.353 -1.01
Br -1.368 0.477 -3.230 0.61
H -2.265 2.510 -4.320 0.01
H -3.482 1.770 -3.232 0.01
Se -2.471 -0.462 0.668 0.28
I 2.278 -0.157 -1.623 1.09
C 0.958 -1.688 -2.006 -0.84
C 1.180 -2.570 -3.044 -0.09
C 0.269 -3.602 -3.221 0.00
C -0.817 -3.713 -2.372 -0.01
C -0.980 -2.778 -1.373 -0.15
N -0.101 -1.772 -1.188 -0.22
H 2.040 -2.450 -3.688 0.12
H 0.416 -4.316 -4.024 0.14
H -1.551 -4.500 -2.484 0.13
H -1.834 -2.786 -0.715 0.06
C 1.887 3.716 0.107 -0.02
N 0.574 3.740 0.762 0.07
C -0.196 2.677 0.889 -0.60
N -1.378 2.737 1.506 0.20
O 0.253 1.557 0.440 -0.31
H 2.327 4.702 0.222 0.10
H 1.782 3.497 -0.952 0.09
H 2.537 2.985 0.578 0.09
H 0.211 4.628 1.071 0.16
H -1.806 3.630 1.695 0.14
H -2.004 1.958 1.329 0.00
```


Below is a molecular structure, C26H72MgN2O19Pt2 in a non-equilibrium geometry, with properties calculated with ωB97M-V with the def2-TZVPD basis set.

The value obtained for the total energy is -3011.28480 hartree. As for the LUMO energy (spin up / spin down): 3.1 / 3.1 eV. For the HOMO energy (spin up / spin down), the calculation gives -1.166 / -1.221 eV. As for the spin multiplicity: 5. As for the charge: -2. The expectation value of S² is 6.01.

```
122
Properties=species:S:1:pos:R:3:lowdin_charge:R:1
Pt -1.436 -0.390 1.894 1.20
Pt -4.491 -0.956 1.534 1.21
Mg -0.282 -3.736 3.096 0.60
O -3.145 -0.970 3.499 -0.46
C -2.729 -1.638 4.705 -0.30
C -2.663 -3.202 4.811 -0.36
O -1.598 -4.060 4.513 -0.32
H -3.368 -1.290 5.516 0.09
H -1.809 -1.174 5.060 0.07
H -3.510 -3.677 4.315 0.08
H -2.932 -3.417 5.845 0.08
O -0.893 -4.686 1.510 -0.34
C -1.349 -4.265 0.218 -0.32
C -2.569 -3.197 0.021 -0.34
O -2.560 -1.950 0.642 -0.46
H -1.691 -5.083 -0.416 0.07
H -0.512 -3.902 -0.378 0.07
H -3.454 -3.774 0.291 0.08
H -2.810 -3.007 -1.025 0.06
O -6.033 0.641 1.929 -0.40
C -5.375 1.833 1.612 -0.41
C -3.805 2.066 1.542 -0.29
O -2.986 0.967 1.035 -0.49
H -5.771 2.605 2.271 0.08
H -5.694 2.237 0.651 0.07
H -3.472 2.275 2.558 0.07
H -3.498 2.939 0.966 0.07
O 1.538 -4.256 3.754 -0.37
C 2.241 -3.157 3.110 -0.34
C 1.520 -1.737 2.969 -0.32
O 0.140 -1.835 2.680 -0.42
H 2.637 -3.516 2.160 0.06
H 3.117 -2.971 3.732 0.07
H 2.064 -1.124 2.250 0.08
H 1.623 -1.170 3.894 0.08
C 2.325 -1.880 -5.381 -0.06
C 2.717 -3.096 -4.516 -0.48
C 4.206 -3.312 -4.872 -0.15
C 4.995 -4.176 -3.867 -0.18
C 4.836 -3.473 -2.535 -0.16
C 3.395 -3.340 -1.971 -0.44
N 2.577 -2.703 -3.060 -0.13
O 1.299 -2.343 -2.735 0.01
C 2.854 -4.743 -1.525 -0.01
C 3.463 -2.444 -0.692 -0.02
C 1.860 -4.287 -4.908 -0.03
H 2.774 -0.923 -5.112 0.08
H 1.266 -1.672 -5.228 0.08
H 2.370 -2.062 -6.454 0.08
H 4.368 -3.903 -5.773 0.11
H 4.699 -2.344 -4.964 0.11
H 6.004 -4.334 -4.249 0.11
H 4.462 -5.118 -3.742 0.09
H 5.166 -2.438 -2.613 0.11
H 5.500 -4.014 -1.860 0.12
H 3.112 -5.541 -2.222 0.05
H 3.137 -5.003 -0.505 0.08
H 1.765 -4.739 -1.553 0.08
H 2.577 -1.956 -0.287 0.07
H 3.670 -3.104 0.151 0.06
H 4.265 -1.716 -0.814 0.07
H 0.793 -4.241 -4.689 0.09
H 2.136 -5.166 -4.327 0.07
H 2.114 -4.599 -5.921 0.08
H 1.438 -1.395 -2.781 0.10
C 2.306 3.794 -2.524 -0.03
C 2.240 4.493 -1.152 -0.48
C 2.335 6.049 -1.385 -0.14
C 1.063 6.775 -1.806 -0.18
C 0.019 6.421 -0.735 -0.14
C -0.252 4.904 -0.533 -0.46
N 1.038 4.181 -0.406 -0.14
O 0.930 2.859 -0.084 0.01
C -1.009 4.835 0.816 -0.03
C -1.100 4.267 -1.608 -0.03
C 3.533 4.095 -0.337 -0.02
H 3.261 3.652 -3.030 0.08
H 1.530 4.239 -3.146 0.07
H 1.846 2.810 -2.439 0.08
H 2.875 6.456 -0.530 0.11
H 3.021 6.208 -2.217 0.11
H 0.728 6.462 -2.795 0.10
H 1.116 7.856 -1.937 0.10
H -0.979 6.826 -0.900 0.12
H 0.383 6.981 0.126 0.11
H -1.949 5.385 0.846 0.09
H -1.213 3.784 1.018 0.08
H -0.531 5.177 1.735 0.08
H -2.142 4.422 -1.327 0.09
H -1.009 4.551 -2.656 0.09
H -0.939 3.190 -1.568 0.07
H 4.404 4.639 -0.703 0.08
H 3.736 3.049 -0.563 0.08
H 3.411 4.264 0.733 0.07
H 1.139 2.925 0.850 0.07
O -2.856 1.620 -1.754 -0.05
H -2.622 2.548 -1.728 -0.01
H -2.803 1.333 -0.842 -0.01
O -0.269 1.281 2.922 -0.12
H 0.368 1.982 2.785 -0.02
H -0.531 1.372 3.838 -0.01
O 1.324 3.306 2.956 -0.02
H 2.115 3.783 2.704 0.06
H 1.322 3.332 3.913 0.08
O -0.843 1.250 5.539 -0.03
H -1.221 0.371 5.529 0.02
H -0.593 1.394 6.452 0.06
O -0.134 0.018 0.115 -0.09
H -0.433 0.812 -0.328 0.03
H 0.620 -0.273 -0.397 0.05
O -2.441 -1.002 -2.901 -0.07
H -2.806 -0.128 -2.765 -0.02
H -2.516 -1.429 -2.047 -0.01
O -5.612 -2.612 2.585 -0.11
H -6.534 -2.565 2.837 0.06
H -5.145 -2.761 3.407 0.03
O -5.389 -1.317 -0.441 -0.11
H -5.639 -2.201 -0.709 0.06
H -5.791 -0.745 -1.095 0.07
O -4.191 1.199 4.970 -0.07
H -3.618 0.556 4.553 -0.04
H -4.141 1.968 4.403 0.00
```